Entry 1:
Molecular formula: C32H43N6O2PPdTe
Method: DFT, ωB97M-V/def2-TZVPD

```
! RIJCOSX wB97M-V def2-TZVPD def2/J DEFGRID3
* xyz 2 3
Pd -1.12 0.02 -0.27
Te -2.03 1.43 -2.28
C -3.69 0.09 -2.25
C -4.25 -0.35 -3.44
C -5.40 -1.13 -3.39
C -5.98 -1.45 -2.18
C -5.39 -1.03 -0.99
C -4.24 -0.27 -1.02
C -3.33 3.00 -1.66
C -3.90 3.01 -0.39
C -4.84 3.98 -0.09
C -5.20 4.93 -1.04
C -4.60 4.93 -2.29
C -3.66 3.96 -2.61
H -3.81 -0.07 -4.39
H -5.85 -1.47 -4.32
H -6.89 -2.03 -2.15
H -5.84 -1.30 -0.04
H -3.80 0.07 -0.08
H -3.62 2.28 0.35
H -5.30 4.00 0.89
H -5.94 5.68 -0.80
H -4.86 5.68 -3.02
H -3.19 3.95 -3.59
N -4.39 -5.33 -1.68
C -3.56 -4.57 -1.91
C -2.52 -3.63 -2.22
C -2.02 -3.54 -3.52
C -1.03 -2.61 -3.78
C -0.59 -1.80 -2.75
N -1.08 -1.88 -1.50
C -2.03 -2.78 -1.24
H -2.40 -4.19 -4.29
H -0.61 -2.51 -4.77
H 0.21 -1.08 -2.89
H -2.37 -2.86 -0.22
C 0.31 1.54 2.43
C -1.18 1.70 2.41
N -1.75 2.37 3.41
O -1.89 1.23 1.49
H 0.78 2.08 3.25
H 0.71 1.90 1.48
H 0.54 0.48 2.51
H -1.21 2.74 4.17
H -2.75 2.49 3.43
O 1.05 -0.62 0.23
P 2.38 -0.77 -0.45
N 3.63 -0.29 0.51
C 4.63 0.73 0.21
C 4.55 1.65 1.43
C 4.27 0.69 2.60
C 3.66 -0.57 1.95
N 2.65 -2.34 -0.89
C 3.96 -2.97 -0.91
C 3.82 -4.14 0.05
C 2.38 -4.62 -0.19
C 1.62 -3.38 -0.71
N 2.45 0.14 -1.83
C 3.33 -0.10 -2.98
C 3.17 1.16 -3.85
C 1.83 1.75 -3.40
C 1.83 1.46 -1.90
H 4.43 1.23 -0.73
H 5.62 0.27 0.16
H 3.72 2.35 1.30
H 5.46 2.23 1.57
H 3.60 1.13 3.33
H 5.20 0.43 3.11
H 2.65 -0.80 2.30
H 4.28 -1.45 2.15
H 4.74 -2.26 -0.63
H 4.18 -3.33 -1.92
H 3.95 -3.80 1.08
H 4.55 -4.93 -0.14
H 1.93 -5.02 0.72
H 2.37 -5.41 -0.94
H 0.86 -3.03 -0.02
H 1.13 -3.60 -1.66
H 3.02 -1.00 -3.52
H 4.37 -0.24 -2.68
H 3.19 0.93 -4.91
H 3.97 1.87 -3.64
H 1.00 1.22 -3.89
H 1.74 2.81 -3.62
H 0.84 1.44 -1.44
H 2.43 2.23 -1.38
*
```

For the frontier orbital gap (spin up / spin down), the calculation gives 0.3022 / 0.1937 Eh. The energy above the lowest of the compared OMol25 structures with the same formula, charge and spin is 12.9 kcal per mole.

Entry 2:
Molecular formula: C32H44AsCoN3O9SSi2
Method: DFT, ωB97M-V/def2-TZVPD

```
! RIJCOSX wB97M-V def2-TZVPD def2/J DEFGRID3
* xyz -2 4
Co 0.50 -0.36 0.68
O 3.08 -2.21 -0.69
As 3.57 -0.60 -0.21
O 5.18 -0.71 -0.01
O 2.49 -0.20 1.05
C 3.33 0.38 -1.84
C 3.99 -0.19 -2.93
C 4.09 0.49 -4.10
C 3.46 1.73 -4.22
C 2.78 2.27 -3.15
C 2.74 1.65 -1.92
S 1.76 2.44 -0.59
O 2.61 2.68 0.55
O 1.26 3.65 -1.19
O 0.69 1.46 -0.37
H 2.13 -2.42 -0.44
H 4.45 -1.16 -2.79
H 4.74 0.09 -4.93
H 3.52 2.35 -5.10
H 2.35 3.23 -3.24
C 2.90 -6.74 0.77
O 2.58 -6.51 2.10
C 2.09 -5.27 2.38
C 2.21 -4.88 3.70
C 1.80 -3.60 4.07
C 1.26 -2.73 3.16
C 0.88 -1.36 3.56
C 1.16 -0.91 5.00
O 0.45 -0.55 2.80
C 1.09 -3.12 1.79
O 0.58 -2.41 0.85
C 1.60 -4.40 1.42
H 3.50 -7.62 0.78
H 3.52 -5.92 0.36
H 2.01 -6.84 0.15
H 2.62 -5.61 4.41
H 1.94 -3.25 5.08
H 2.17 -0.54 5.01
H 1.10 -1.73 5.66
H 0.45 -0.11 5.27
H 1.55 -4.67 0.40
C -1.39 4.99 0.33
Si -2.44 3.57 -0.37
C -4.23 4.10 -0.53
C -1.86 3.43 -2.16
C -2.17 2.06 0.60
C -2.42 0.77 0.10
C -3.24 0.62 -1.02
C -3.78 -0.57 -1.31
C -3.34 -1.71 -0.64
C -2.24 -1.57 0.16
N -1.75 -0.37 0.55
Si -1.96 2.19 2.40
C -3.08 3.60 3.16
C -0.25 2.74 3.08
C -2.52 0.66 3.36
H -1.48 5.87 -0.33
H -0.32 4.75 0.35
H -1.70 5.25 1.35
H -4.22 5.09 -1.03
H -4.71 4.17 0.46
H -4.84 3.44 -1.17
H -2.64 3.68 -2.90
H -1.61 2.43 -2.38
H -0.96 4.05 -2.22
H -3.57 1.53 -1.55
H -4.51 -0.70 -2.07
H -3.68 -2.72 -0.88
H -1.68 -2.42 0.49
H -2.83 4.57 2.75
H -2.82 3.57 4.23
H -4.14 3.36 2.97
H -0.10 3.76 2.75
H 0.56 2.19 2.63
H -0.21 2.69 4.15
H -3.58 0.53 3.18
H -2.34 0.81 4.44
H -1.97 -0.24 3.00
C -0.80 0.87 -4.74
C -0.53 -0.15 -3.69
C -0.60 -1.52 -3.83
C -0.22 -2.01 -2.54
N 0.13 -0.95 -1.77
N -0.06 0.17 -2.52
C -0.12 -3.44 -2.16
H -0.22 0.71 -5.67
H -0.63 1.84 -4.31
H -1.84 0.82 -4.94
H -0.96 -2.03 -4.72
H 0.05 1.08 -2.05
H -0.84 -3.99 -2.75
H -0.34 -3.60 -1.13
H 0.87 -3.81 -2.37
*
```

For the frontier orbital gap (spin up / spin down), the calculation gives 0.2058 / 0.2057 Eh. The energy above the lowest of the compared OMol25 structures with the same formula, charge and spin is 15.8 kcal per mole.

Entry 3:
Molecular formula: C32H44BCrN7OS4
Method: DFT, ωB97M-V/def2-TZVPD

```
! RIJCOSX wB97M-V def2-TZVPD def2/J DEFGRID3
* xyz 1 2
Cr -2.48 1.29 1.51
C -2.08 3.97 -2.62
C -1.50 2.64 -2.27
C -1.16 1.71 -3.19
C -0.65 0.45 -2.78
N -0.46 0.17 -1.52
N -0.79 1.10 -0.58
B -0.51 0.73 0.89
N -0.26 -0.74 1.26
N 0.97 -1.17 0.88
C 1.37 -2.35 1.24
C 0.51 -3.22 1.97
C -0.70 -2.79 2.39
C -1.63 -3.62 3.21
C -1.09 -1.44 2.05
S -2.56 -0.79 2.68
C 2.81 -2.71 0.89
C 3.04 -2.57 -0.61
C 3.16 -4.14 1.33
C 3.73 -1.73 1.63
N 0.47 1.68 1.62
N 1.66 1.79 1.00
C 2.58 2.52 1.55
C 2.35 3.18 2.79
C 1.14 3.10 3.40
C 0.81 3.79 4.68
C 0.14 2.31 2.75
S -1.48 2.20 3.41
C 3.92 2.65 0.83
C 3.91 1.89 -0.49
C 5.02 2.08 1.74
C 4.19 4.14 0.55
C -1.32 2.30 -0.89
S -1.83 3.34 0.37
C -0.32 -0.61 -3.82
C 0.22 -1.87 -3.17
C -1.59 -0.95 -4.60
C 0.74 -0.04 -4.78
H -2.16 4.08 -3.70
H -1.46 4.78 -2.23
H -3.07 4.09 -2.17
H -1.31 1.91 -4.25
H 0.84 -4.21 2.24
H -1.19 -4.60 3.40
H -2.59 -3.74 2.71
H -1.83 -3.14 4.17
H 2.38 -3.23 -1.18
H 4.07 -2.83 -0.85
H 2.85 -1.54 -0.92
H 2.54 -4.88 0.82
H 3.05 -4.28 2.40
H 4.20 -4.34 1.07
H 3.51 -0.71 1.33
H 4.77 -1.95 1.41
H 3.59 -1.81 2.72
H 3.13 3.78 3.23
H 1.67 4.35 5.04
H 0.51 3.08 5.44
H -0.02 4.48 4.54
H 3.72 0.83 -0.35
H 4.88 2.01 -0.98
H 3.14 2.28 -1.16
H 4.84 1.03 1.96
H 5.09 2.62 2.69
H 5.98 2.17 1.24
H 3.41 4.56 -0.08
H 5.14 4.24 0.04
H 4.24 4.72 1.47
H -0.49 -2.30 -2.46
H 1.14 -1.67 -2.63
H 0.44 -2.61 -3.94
H -2.36 -1.35 -3.93
H -1.37 -1.70 -5.35
H -2.01 -0.08 -5.12
H 1.65 0.21 -4.24
H 0.40 0.85 -5.30
H 0.99 -0.80 -5.53
O -3.79 2.05 0.80
S -4.44 -0.19 0.53
C -5.61 -1.26 -0.09
N -5.80 -1.39 -1.44
C -6.73 -2.17 -2.02
C -7.58 -2.92 -1.25
C -7.44 -2.83 0.15
C -6.49 -2.02 0.72
H -5.18 -0.84 -2.02
H -6.76 -2.16 -3.10
H -8.32 -3.55 -1.70
H -8.10 -3.41 0.79
H -6.38 -1.93 1.79
*
```

For the frontier orbital gap (spin up / spin down), the calculation gives 0.2366 / 0.2309 Eh. The energy above the lowest of the compared OMol25 structures with the same formula, charge and spin is 56.8 kcal per mole.

Entry 4:
Molecular formula: C32H44Br2N6OPPbSSe2Te2
Method: DFT, ωB97M-V/def2-TZVPD

```
! RIJCOSX wB97M-V def2-TZVPD def2/J DEFGRID3
* xyz 1 1
Pb 0.37 0.30 -1.05
Se -0.15 -0.36 -5.29
Te -0.11 1.50 -7.03
Te -0.49 3.33 -5.02
Se 1.70 3.63 -4.18
C 4.68 1.69 -3.45
N 3.93 0.49 -3.68
C 3.88 -0.23 -4.84
C 3.14 -1.33 -4.61
N 2.73 -1.31 -3.29
C 3.22 -0.15 -2.73
S 3.10 0.45 -1.16
C 2.13 -2.37 -2.59
C 1.94 -3.63 -3.16
C 1.48 -4.64 -2.34
C 1.23 -4.39 -1.00
C 1.41 -3.10 -0.55
N 1.83 -2.12 -1.33
H 5.15 2.00 -4.38
H 5.44 1.51 -2.69
H 4.02 2.48 -3.09
H 4.36 0.10 -5.74
H 2.88 -2.13 -5.28
H 2.13 -3.83 -4.20
H 1.34 -5.64 -2.74
H 0.90 -5.17 -0.33
H 1.23 -2.81 0.48
C -3.03 -1.37 2.21
C -1.69 -1.29 2.96
C -0.82 -2.44 2.46
C -1.96 -1.45 4.45
P -0.84 0.37 2.45
N -0.30 0.24 0.99
C -2.15 1.79 2.50
C -1.40 3.12 2.38
C -3.03 1.68 1.26
C -3.01 1.82 3.76
C 0.63 0.75 3.62
C 1.46 -0.53 3.74
C 0.24 1.26 4.99
C 1.53 1.76 2.90
H -3.41 -2.39 2.27
H -2.90 -1.11 1.16
H -3.77 -0.72 2.66
H -1.40 -3.36 2.48
H 0.06 -2.59 3.07
H -0.51 -2.24 1.43
H -2.55 -2.35 4.60
H -2.53 -0.61 4.85
H -1.05 -1.56 5.02
H -0.71 3.10 1.53
H -0.85 3.36 3.29
H -2.11 3.93 2.22
H -2.44 1.37 0.40
H -3.47 2.65 1.04
H -3.85 0.98 1.39
H -2.40 1.82 4.66
H -3.70 0.98 3.81
H -3.60 2.73 3.76
H 0.99 -1.26 4.39
H 2.43 -0.29 4.17
H 1.63 -0.95 2.75
H -0.43 0.57 5.51
H -0.24 2.23 4.94
H 1.13 1.38 5.60
H 1.70 1.43 1.88
H 2.49 1.82 3.41
H 1.11 2.76 2.88
Br -3.65 -6.35 -1.86
C -2.65 -4.76 -2.14
C -2.48 -3.85 -1.10
C -1.72 -2.72 -1.36
N -1.15 -2.46 -2.52
C -1.33 -3.34 -3.50
C -2.08 -4.50 -3.37
H -2.92 -4.03 -0.13
H -1.56 -1.99 -0.58
H -0.85 -3.10 -4.44
H -2.21 -5.17 -4.20
O -1.16 1.67 -3.89
N -0.39 0.60 -3.80
Br 0.53 7.36 -0.47
C 0.51 5.46 -0.62
C 1.61 4.74 -0.19
C 1.58 3.35 -0.29
C 0.48 2.72 -0.82
C -0.62 3.45 -1.24
C -0.60 4.84 -1.15
H 2.48 5.23 0.22
H 2.45 2.80 0.03
H -1.50 2.97 -1.63
H -1.46 5.42 -1.47
*
```

For the frontier orbital gap (spin up / spin down), the calculation gives 0.2099 / 0.2056 Eh. The energy above the lowest of the compared OMol25 structures with the same formula, charge and spin is 109.1 kcal per mole.

Entry 5:
Molecular formula: C32H44BrEuN3P2
Method: DFT, ωB97M-V/def2-TZVPD

```
! RIJCOSX wB97M-V def2-TZVPD def2/J DEFGRID3
* xyz 2 8
C -0.21 7.08 -3.96
C -0.42 5.71 -4.21
C -0.70 5.32 -5.54
C -0.79 6.30 -6.54
N -0.60 7.59 -6.26
C -0.32 7.99 -5.03
C -0.34 4.73 -3.15
C -0.22 3.92 -2.24
C 0.00 2.95 -1.22
C 1.10 3.01 -0.35
C 1.39 1.92 0.48
C 0.68 0.74 0.32
C -0.53 0.75 -0.39
C -0.87 1.87 -1.18
Eu -0.94 -0.64 1.68
P 2.29 -1.10 1.07
H -0.83 4.27 -5.80
H 0.04 7.45 -2.97
H -1.02 6.02 -7.56
H -0.18 9.06 -4.86
H -1.79 1.87 -1.77
H 1.72 3.91 -0.36
H -1.30 -0.04 -0.40
H 2.18 2.01 1.23
C 2.82 -2.73 1.83
C 3.73 -3.72 1.10
H 1.88 -3.23 2.09
H 3.27 -2.47 2.81
H 3.90 -4.59 1.76
H 3.28 -4.12 0.18
H 4.72 -3.32 0.86
C 2.35 -1.47 -0.74
C 3.40 -0.76 -1.58
H 1.35 -1.20 -1.11
H 2.44 -2.56 -0.83
H 3.19 -0.95 -2.63
H 3.38 0.33 -1.44
H 4.42 -1.12 -1.38
C 3.84 -0.13 1.40
C 5.22 -0.81 1.40
H 3.67 0.29 2.41
H 3.84 0.72 0.71
H 5.98 -0.04 1.60
H 5.31 -1.56 2.18
H 5.48 -1.26 0.44
Br 0.02 -2.34 3.61
P -2.14 -3.61 -1.90
C -0.30 -3.77 -1.89
C 0.16 -5.22 -2.09
H 0.08 -3.36 -0.94
H 0.08 -3.14 -2.70
H 1.22 -5.25 -2.34
H 0.01 -5.82 -1.18
H -0.40 -5.70 -2.90
C -2.63 -3.39 -0.14
C -4.04 -3.96 0.09
H -2.61 -2.31 0.09
H -1.89 -3.90 0.49
H -4.21 -4.13 1.16
H -4.81 -3.27 -0.26
H -4.17 -4.92 -0.42
C -2.41 -1.95 -2.66
C -2.65 -2.02 -4.18
H -1.54 -1.31 -2.44
H -3.28 -1.51 -2.17
H -3.09 -1.08 -4.53
H -1.72 -2.18 -4.73
H -3.34 -2.82 -4.44
N -3.41 1.86 4.20
C -2.71 1.37 3.15
N -1.56 0.83 3.58
C -1.50 0.99 4.97
C -0.59 0.55 5.93
C -0.91 0.73 7.28
C -2.13 1.32 7.67
C -3.04 1.78 6.70
C -2.69 1.62 5.38
H -4.32 2.32 4.16
H -3.05 1.43 2.11
H 0.33 0.07 5.58
H -0.21 0.40 8.05
H -2.36 1.41 8.73
H -3.99 2.26 6.95
*
```

For the frontier orbital gap (spin up / spin down), the calculation gives 0.1536 / 0.1568 Eh. The energy above the lowest of the compared OMol25 structures with the same formula, charge and spin is 67.5 kcal per mole.